Version a
ORCA calculation (wB97M-V/def2-TZVPD) on 2 unconnected molecules or ions with the total composition C5H15N3.

The SMILES is C=CNC.NCCN. Its HOMO-LUMO gap is 9.106 eV. The calculation puts the LUMO energy at 1.03 eV.

The geometry in XYZ format:
```
23
C5H15N3 | the Open Molecules 2025 dataset | wB97M-V/def2-TZVPD
H -1.86991 3.67380 1.43037
N -1.42156 1.52650 -0.10866
N 1.99374 -3.17546 -0.12847
H 1.47550 -4.00871 -0.36250
H -1.23604 0.41731 -1.84735
H -1.91706 -0.48601 -0.48518
H 2.29132 1.18747 -0.79625
H -2.30765 2.69626 2.94761
H -1.35370 2.42038 -0.56823
H -1.99357 0.61574 1.64912
H 3.00961 -1.00960 -1.07806
C 2.19845 -0.77729 -0.38478
C 1.25021 -1.96198 -0.43206
C -2.02951 2.71257 1.90593
H 0.80097 -2.06340 -1.41504
H 0.43359 -1.77944 0.28522
C -1.90506 0.47674 -0.99011
H 2.61562 -0.74565 0.63120
H -2.90809 0.69809 -1.37212
H 0.89362 0.74745 -0.10958
C -1.84801 1.59152 1.20214
H 2.25586 -3.23189 0.83875
N 1.57166 0.47559 -0.81194
```

Version b
ORCA calculation (wB97M-V/def2-TZVPD) on a molecular structure, C5H15N3.

Its HOMO-LUMO gap is 8.140 eV. The calculation puts the LUMO energy at 0.75 eV.

The geometry in XYZ format:
```
23
C5H15N3 | the Open Molecules 2025 dataset | wB97M-V/def2-TZVPD
H -2.15159 -3.02948 -1.07482
H -2.77071 -2.94087 0.60407
C -2.15256 -2.45154 -0.15147
H -0.80824 -2.70081 0.14260
H 0.15657 -1.81108 -0.26250
H 1.71971 3.26219 -0.85004
H -0.99703 -0.66249 -0.62681
H -2.58158 -0.65952 0.51068
N -2.31643 -1.10733 -0.36462
H 2.77789 1.75748 -0.72445
N 2.30028 -0.32613 0.54627
H 2.79726 0.27732 1.19009
N 0.27749 -0.72639 -0.63117
H -0.57818 3.20872 -0.12509
H 2.33445 -1.27079 0.91368
H -0.78301 2.18177 1.30374
H 0.77502 -0.65180 -1.51219
H 0.32056 -0.04864 1.30655
C 1.81994 2.22676 -0.55531
C 0.91891 0.10805 0.39363
C -0.54239 2.18282 0.23734
C 0.80748 1.57007 -0.00126
H -1.32383 1.61167 -0.26892
```

version a (2.267 eV below the next structure)

Version a
ORCA calculation (wB97M-V/def2-TZVPD) on 2 unconnected molecules or ions with the total composition C5H15N3.

The SMILES is C/C=C\N.CN(C)N. Its HOMO-LUMO gap is 6.979 eV. The calculation puts the LUMO energy at 0.73 eV.

The geometry in XYZ format:
```
23
C5H15N3 | the Open Molecules 2025 dataset | wB97M-V/def2-TZVPD
N -0.95021 -0.46848 0.42050
N 1.62076 -0.87809 0.91399
H -1.61223 -0.68056 -1.54285
C 2.29032 1.35574 -0.95407
H -1.77306 -2.14983 -0.55063
C -1.86904 -1.06076 -0.55751
H -1.06146 1.72882 -0.76690
H 0.69827 -1.70371 -0.75704
H 1.92861 2.37266 -1.17501
C 0.93220 -0.74053 -0.30574
H -2.08846 1.42447 0.64032
H 3.17907 1.18122 -1.56811
H 0.97180 0.15352 -2.22094
H -0.32042 1.71577 0.88791
N -1.25845 -0.97627 1.71810
H 1.04906 -1.37656 1.58502
H 2.66363 1.37619 0.07232
H -1.66055 -0.29773 2.35940
H -2.91171 -0.81638 -0.32570
C -1.08074 1.30755 0.23225
C 1.24644 0.31003 -1.18592
H 1.88908 -0.00020 1.33656
H -1.88291 -1.77686 1.74406
```

Version b
ORCA calculation (wB97M-V/def2-TZVPD) on a single C5H15N3 molecule.

The SMILES is CN[C@@H](C)CNCN. Its HOMO-LUMO gap is 9.298 eV. The calculation puts the LUMO energy at 1.06 eV.

The geometry in XYZ format:
```
23
C5H15N3 | the Open Molecules 2025 dataset | wB97M-V/def2-TZVPD
C 0.50816 -0.31543 0.49091
C 0.58755 -0.86687 1.88912
N -1.08748 1.41220 -0.33082
C -0.18222 1.03905 0.71680
H -0.86305 1.03452 1.68151
H 3.14821 -0.47340 -1.61928
C 2.17304 -0.12603 -1.36180
N 1.84519 0.17217 0.00970
N -2.03366 -0.51901 -1.47771
H 0.48980 -1.97436 1.93833
H -1.09899 -0.83426 -1.45855
H -3.24776 1.06084 -0.83011
H 1.89108 0.65872 -1.96834
H -0.57812 1.27774 -1.17304
H -2.69877 -1.24460 -1.51946
C -2.33363 0.57234 -0.38602
H 1.56793 -0.55576 2.40163
H 0.03605 -0.95965 -0.19242
H 0.45325 1.84315 1.06997
H -2.62067 0.14056 0.62513
H 1.55226 -0.98824 -1.75678
H 2.62780 0.09433 0.63232
H -0.13597 -0.44800 2.61891
```

Version c
ORCA calculation (wB97M-V/def2-TZVPD) on 2 unconnected molecules or ions with the total composition C5H15N3.

Its HOMO-LUMO gap is 7.700 eV. The calculation puts the LUMO energy at -0.82 eV.

The geometry in XYZ format:
```
23
C5H15N3 | the Open Molecules 2025 dataset | wB97M-V/def2-TZVPD
H -0.56650 1.97326 0.86628
C -0.79898 0.92453 0.63156
H 3.75628 0.43287 0.28742
H -0.99155 -1.00689 -1.74774
C 1.70978 0.95055 0.34203
N 2.60327 -1.30431 0.37577
H 1.62716 -1.54861 0.25787
N -2.48977 -1.61680 0.59654
H 3.22182 -1.98009 -0.04534
H 0.29161 0.21833 -0.91587
N 0.41984 0.29893 0.09028
C 2.82460 0.03664 -0.13332
H -2.70325 1.49300 -0.03355
H -1.63283 1.02476 -1.31713
H -0.91957 0.41314 1.59230
C -1.96789 0.72287 -0.32513
H 1.67821 1.92940 -0.15334
H 2.89065 0.12862 -1.22628
H -3.31066 -1.60204 1.20481
H -1.42648 -1.31009 -0.37085
H 1.79758 1.16396 1.41385
H -3.41813 -0.67785 -1.05906
C -2.59521 -0.66420 -0.33111
```

version b (1.853 eV below the next structure)